No. 1
ORCA calculation (wB97M-V/def2-TZVPD) on C15H16BNO3 in the gas phase.

Element x y z (Å)
C -1.9053 -0.9031 -1.5810
H 1.3662 -2.3742 1.9202
C 2.4382 -0.9612 3.1806
H -3.2965 -0.2468 -0.0068
H 3.2074 0.6874 4.3717
H 3.2127 -0.0597 -2.8709
C 1.2074 0.5713 -3.1225
C 1.3669 -1.4296 2.4665
H -0.8363 1.0416 0.6607
C 2.1805 -0.2528 -2.6120
C 0.1813 0.6071 2.9302
H 2.5898 -1.9450 -1.3785
C -0.7971 -0.9624 1.3190
C 0.5054 -1.4345 -1.3807
H 3.2937 -1.6252 3.3383
C 1.8463 -1.2353 -1.7018
H -2.5451 -0.6768 -2.4070
H 1.4235 1.3724 -3.8097
C -0.4814 -0.6665 -1.9633
H 0.1860 -2.1404 -0.6464
B -2.3747 1.4403 -1.0203
C 2.3936 0.3037 3.7743
H -2.0332 -1.9577 -1.2904
H -0.7408 1.1456 2.8753
H 1.2135 2.0300 4.1142
C -2.2990 -0.0099 -0.4299
O -1.5168 2.4354 -0.5831
O -3.1034 1.6280 -2.1678
C 0.2668 -0.6101 2.2883
H -1.5080 3.2517 -1.1171
C 1.2636 1.0718 3.6346
C -0.1016 0.3523 -2.8104
N -1.3114 0.1053 0.6272
H -3.2183 2.5318 -2.5297
O -1.2100 -2.0776 1.1371
H -0.8640 0.9931 -3.2089

Output
ΔE to the lowest compared entry with this formula, charge and spin ... 0.071 eV
HOMO energy ... -9.0 eV
Orbital gap ... 9.0 eV
Structure (SMILES) ... O=C(N[C@H](Cc1ccccc1)B(O)O)c1ccccc1
Calculated total energy ... -886.643871 a.u.
Net charge ... 0

natural (NBO) population analysis, charges in e, atoms 1 to 4: -0.434, 0.230, -0.208, 0.233

No. 2
ORCA calculation (wB97M-V/def2-TZVPD) on a molecular structure, C15H16BrHoN5Se2.

Element x y z (Å)
N -1.1230 -2.6257 -1.8695
H -1.2654 -1.5833 -3.7163
H -2.1305 -2.8611 -2.0377
N -1.3106 1.6509 0.0478
H 1.2830 -1.6357 4.3987
C -1.3137 -2.7480 1.8617
H -1.9718 -3.1454 1.0794
C 4.1092 0.3415 -1.4199
H 0.3940 2.7642 0.5220
Ho -0.2996 -0.5185 -0.6290
C -0.7054 2.7166 0.4875
C 1.7514 1.4545 -2.4481
H -2.0239 -4.0966 3.2994
H -3.3765 4.6857 1.1203
H -0.6163 -3.5402 -1.9785
C -3.4576 2.5756 0.5255
H -4.5227 2.5164 0.6969
C 2.8488 -0.0262 -1.0359
H 5.0710 1.9216 -2.5716
Se 1.5418 -0.0001 1.7278
H -0.3602 -3.5240 4.9824
H -0.8458 4.7148 1.0124
N -0.5090 -1.7167 1.5116
C 0.4680 -1.8735 3.6932
N -0.6954 -1.6034 -2.8340
C -1.2855 -3.3473 3.0855
C 2.9900 2.0076 -2.8372
H 0.2389 -1.9309 -3.0863
H 4.9072 -0.2414 -1.0994
C -2.7706 3.7775 0.8322
C -2.6002 1.5803 0.0914
C 0.3787 -1.3129 2.4353
C 4.1666 1.4831 -2.2647
Br -3.1759 -0.2187 -0.4380
N 1.7073 0.5463 -1.5130
C -0.4325 -2.9191 4.0631
H 3.0634 2.7557 -3.6751
C -1.4075 3.8248 0.8715
H 0.8474 1.6552 -3.0534
Se 2.4331 -1.5038 0.1620

Output
Expectation value of S² ... 6.004
2S+1 ... 5
HOMO energy (spin up / spin down) ... -18.3 / -18.3 eV
Orbital gap (spin up / spin down) ... 8.3 / 8.3 eV
Calculated total energy ... -9179.045596 a.u.
Net charge ... +3

natural (NBO) population analysis, charges in e, atoms 1 to 4: -0.709, 0.438, 0.421, -0.609

No. 3
ORCA calculation (wB97M-V/def2-TZVPD) on C15H16Cl2N4O4 in the gas phase.

Element x y z (Å)
O -3.8829 0.1259 -0.8028
C 5.1317 -1.3256 -0.9952
O 4.8389 2.2120 -0.0476
C -5.9623 -1.4772 0.4064
H -7.8068 -0.4757 -0.0918
H -1.8754 1.0915 -0.4169
C -3.7709 -0.3233 0.3185
H -5.2216 -3.1089 -0.7999
C 2.4824 2.1557 -0.5913
H -6.4277 -2.1454 1.1396
H -2.3500 -0.5463 1.8710
H -6.3475 0.4511 -0.4632
C -6.8116 -0.2159 0.2576
C 6.1997 0.5086 0.7661
O -0.1217 -0.0909 1.9543
C 3.8390 2.7018 -0.9050
H 4.0800 2.5127 -1.9606
H -6.8990 0.3014 1.2109
Cl 4.4550 -2.4638 -2.0974
H 6.6075 1.2357 1.4482
H 2.5128 1.0608 1.3204
N -2.6976 0.0454 1.1223
C 5.2024 0.9040 -0.1266
Cl 7.8751 -1.2776 1.8619
C 4.6637 -0.0197 -1.0150
H -6.8057 -2.4971 -1.2930
N -1.6396 0.6956 0.4868
H 3.8384 3.7864 -0.7464
C 6.6436 -0.7990 0.7590
C 1.9996 1.4292 0.4589
N -4.6401 -1.1565 0.9417
C -0.3850 0.5463 0.9470
C 6.1192 -1.7375 -0.1187
H 6.4698 -2.7559 -0.1161
H -5.3449 -1.5646 -1.6511
H -4.4885 -1.3313 1.9211
H 3.8893 0.2439 -1.7157
N 0.3451 1.8502 -0.9976
C -5.8244 -2.2126 -0.9240
O 1.4850 2.3997 -1.4592
C 0.6251 1.2666 0.1433

Output
HOMO energy ... -8.9 eV
Orbital gap ... 9.5 eV
Structure (SMILES) ... CC(C)NC(=O)NNC(=O)c1cc(COc2cc(Cl)cc(Cl)c2)on1
Calculated total energy ... -2021.544297 a.u.
Net charge ... 0

natural (NBO) population analysis, charges in e, atoms 1 to 4: -0.663, 0.011, -0.488, -0.032

No. 4
ORCA calculation (wB97M-V/def2-TZVPD) on a molecular structure, C15H16Cl5IN3RhSe3Te.

Element x y z (Å)
C -1.4636 1.9274 3.8741
C -0.4569 2.0897 2.9380
Se -4.1597 0.0178 -1.2463
H 1.4625 -2.9096 -2.3238
H 2.7893 -3.3397 0.5294
H -3.1450 0.7008 4.4477
Cl 4.3966 3.1858 -1.3854
C 1.0704 1.2132 -2.3674
Se -3.1377 3.4969 -2.7153
H 0.2483 2.9065 2.9959
N -0.8988 -1.1846 -1.1012
H 1.4898 -4.3721 -1.3274
Se -2.3247 1.6115 -3.6258
I -3.4864 -1.5956 2.4207
H -0.0490 -3.7252 -1.8631
C 0.9102 -2.6020 -0.2527
H 2.3140 -1.7676 1.1734
C 2.3260 -2.3867 0.2725
C 0.0509 1.7928 -1.6087
H -0.9374 -1.7155 -1.9646
N -1.2198 0.1535 1.7491
Cl 0.6765 -0.0443 -3.5058
H -0.9772 -3.4315 0.4794
Cl 2.1924 4.7228 0.1659
C 2.4007 1.6129 -2.3128
H 0.0227 -2.6842 1.7291
C 0.9507 -3.4446 -1.5228
H 0.4545 -4.2662 1.0638
C 0.0515 -3.2833 0.8161
C -0.3773 1.1801 1.8980
Cl 3.6188 0.7928 -3.2100
H -1.5668 2.6184 4.7005
C -2.3457 0.8666 3.7407
H -1.5701 -1.5827 -0.4427
C -2.1727 0.0161 2.6598
H 0.3914 1.2773 1.1388
C 1.7607 3.3668 -0.8083
C 2.7552 2.6905 -1.5051
H 2.9361 -1.8851 -0.4792
Cl -0.7235 3.8553 0.0237
H 0.3749 -0.7134 0.2876
N 0.4303 -1.2398 -0.5793
Te -3.7147 2.3073 -0.5641
Rh -1.7835 0.8448 -1.5066
C 0.4366 2.9262 -0.8857

Output
ΔE to the lowest compared entry with this formula, charge and spin ... 1.219 eV
HOMO energy (spin up / spin down) ... -7.4 / -7.4 eV
Orbital gap (spin up / spin down) ... 5.8 / 5.8 eV
Calculated total energy ... -10926.976335 a.u.
Net charge ... 0

natural (NBO) population analysis, charges in e, atoms 1 to 4: -0.150, -0.240, -0.414, 0.229

No. 5
ORCA calculation (wB97M-V/def2-TZVPD) on 5 unconnected molecules or ions with the total composition C15H16Cl6F2.

Element x y z (Å)
C -1.1770 2.7183 0.3313
C 0.0311 2.7902 1.0144
C -0.0099 -0.4319 -3.4650
H -1.2517 -0.6360 4.1857
Cl 1.2694 -3.7975 2.7736
C 0.2003 -1.7537 -2.9967
Cl -1.8646 -0.0839 6.3440
F -3.2587 0.2041 -1.8136
C 2.1323 -4.6648 1.4781
C 0.0474 3.4993 -1.6549
H -2.0826 3.0204 -1.6422
Cl 1.8314 -3.9352 -0.1161
H 3.1961 -4.6806 1.7153
C 1.2393 3.2295 0.4614
H 0.9952 -1.2570 -0.4405
C -0.7717 -2.4089 -2.1375
H 1.0762 -2.3266 -3.2631
C -1.2148 0.2105 -3.1287
C -1.1666 3.0309 -1.0701
H 0.7820 0.4350 -0.1777
H -1.3416 1.2086 -3.5215
C -2.0776 -0.3975 -2.2105
Cl -0.3096 -0.8195 1.4264
Cl -0.4295 1.6029 4.5129
H 2.1534 3.9029 -1.4006
H -2.5973 -2.1297 -1.0126
Cl 2.5673 -0.3561 1.1422
H 0.0456 2.4438 2.0372
H -2.0953 2.5495 0.8742
H 2.1582 3.2934 1.0254
C 1.2413 3.5967 -0.9099
C -0.7307 -0.0857 4.9691
H -0.4984 -3.3641 -1.7141
F 0.1314 3.7923 -2.9635
C 1.0013 -0.4979 0.3417
H 0.7286 0.1378 -4.0095
C -1.8620 -1.7184 -1.6882
H 1.7652 -5.6874 1.3907
H 0.1464 -0.6340 5.3128

Output
ΔE to the lowest compared entry with this formula, charge and spin ... 0.000 eV
HOMO energy ... -9.2 eV
Orbital gap ... 9.7 eV
Structure (SMILES) ... Fc1ccccc1.Fc1ccccc1.ClCCl.ClCCl.ClCCl
Calculated total energy ... -3542.028695 a.u.
Net charge ... 0

natural (NBO) population analysis, charges in e, atoms 1 to 4: -0.195, -0.243, -0.198, 0.226

No. 6
ORCA calculation (wB97M-V/def2-TZVPD) on C15H16ClN3O3 in the gas phase.

Element x y z (Å)
H 0.7669 0.6332 2.1691
C -3.8970 -0.9590 -0.3049
C 3.2122 0.4423 -0.6860
C 4.5730 0.2153 -0.6120
H 5.2638 0.9687 -0.9574
H -2.4756 1.7661 1.9993
C -0.1935 0.4097 1.6888
H 1.0048 1.0837 -1.8869
C 0.3626 0.7989 -1.0546
H -0.6026 0.4857 -1.4685
Cl 6.7547 -1.2508 0.0220
H -0.9067 0.1138 2.4587
N -0.6499 1.6348 1.0639
C -3.8549 -0.2757 -1.4984
C -2.8403 0.8815 0.1173
O -5.0248 -2.7984 -0.8922
H 2.8830 1.3858 -1.0906
H 1.1249 2.3092 0.2819
H 0.4456 -1.5987 1.2508
C 5.0491 -0.9710 -0.0841
C 2.8025 -1.7107 0.2719
N -4.4542 -2.2154 0.0112
H 4.5280 -2.8701 0.7541
O -4.3254 -2.6238 1.1469
C 2.2888 -0.5113 -0.2414
C 0.0315 -0.7546 0.7049
H -2.9452 1.7051 -1.9098
N 0.9191 -0.3441 -0.3643
O -3.2874 -0.2549 0.6694
H -0.9148 -1.0716 0.2568
C -3.1662 0.9161 -1.2204
H -2.2465 2.8562 0.6141
C 4.1593 -1.9378 0.3559
H 2.1328 -2.4935 0.5908
H -4.2685 -0.6049 -2.4290
C 0.1488 1.9817 -0.0941
C -2.0785 1.8409 0.9823
H -0.3195 2.8176 -0.6156

Output
ΔE to the lowest compared entry with this formula, charge and spin ... 0.000 eV
HOMO energy ... -7.6 eV
Orbital gap ... 6.9 eV
Structure (SMILES) ... O=[N+]([O-])c1ccc(CN2CCN(c3ccc(Cl)cc3)CC2)o1
Calculated total energy ... -1431.241526 a.u.
Net charge ... 0

natural (NBO) population analysis, charges in e, atoms 1 to 4: 0.200, 0.280, -0.299, -0.194